<i>
Entry from OMol25: 2 unconnected molecules or ions with the total composition C9H14O (the ωB97M-V functional and the def2-TZVPD basis).

Summary:
Orbital gap (alpha / beta) (eV): 2.95 / 7.03
Net charge: -1
Spin multiplicity: 2
<S²>: 0.762

Bonds (Å) are listed after each position.
Geometry (Å):
1 O 2.895 0.999 -2.211  C3 1.361, H22 1.008
2 C 2.523 0.623 0.150  C3 1.401, C7 1.403, H23 1.107
3 C 2.056 0.867 -1.148  O1 1.361, C2 1.401, C9 1.377
4 C -1.399 -1.748 -0.201  C5 1.545, H17 1.113, H19 1.106, H20 1.157
5 C -2.234 -2.710 -1.074  C4 1.545, H11 1.106, H15 1.060, H18 1.065
6 C 0.304 1.343 1.048  C7 1.421, C8 1.507, C10 1.395
7 C 1.650 0.914 1.209  C2 1.403, C6 1.421, H21 1.090
8 C -0.652 1.544 2.195  C6 1.507, H12 1.167, H13 1.090, H14 1.127
9 C 0.710 1.023 -1.386  C3 1.377, C10 1.478, H16 1.086
10 C -0.134 1.492 -0.267  C6 1.395, C9 1.478, H24 1.042
11 H -2.531 -3.586 -0.468  C5 1.106
12 H -0.359 2.198 3.116  C8 1.167
13 H -0.692 0.570 2.684  C8 1.090
14 H -1.652 1.956 1.878  C8 1.127
15 H -1.809 -2.960 -2.012  C5 1.060
16 H 0.307 0.906 -2.388  C9 1.086
17 H -0.744 -1.037 -0.756  C4 1.113
18 H -3.196 -2.325 -1.324  C5 1.065
19 H -2.123 -1.071 0.289  C4 1.106
20 H -0.838 -2.335 0.622  C4 1.157
21 H 2.016 0.922 2.235  C7 1.090
22 H 3.424 0.142 -2.260  O1 1.008
23 H 3.576 0.389 0.398  C2 1.107
24 H -1.097 1.884 -0.329  C10 1.042

So, what does the natural (NBO) scheme give us? The charges, in e, come out as: -0.723 -0.422 0.290 -0.631 -0.613 -0.049 -0.383 -0.629 -0.455 -0.335 0.186 0.180 0.202 0.196 0.196 0.186 0.257 0.189 0.201 0.197 0.166 0.445 0.179 0.170

<ii>
Entry from OMol25: 2 unconnected molecules or ions with the total composition C9H14O (the ωB97M-V functional and the def2-TZVPD basis).

Summary:
Orbital gap (alpha / beta) (eV): 3.21 / 7.16
Net charge: -1
Spin multiplicity: 2
<S²>: 0.762

Bonds (Å) are listed after each position.
Geometry (Å):
1 O -2.197 0.025 -1.194  C4 1.386, H22 0.962
2 C 0.680 0.423 1.842  C3 1.503, C6 1.410, C7 1.389
3 C 1.693 0.652 2.929  C2 1.503, H11 1.096, H12 1.093, H19 1.099
4 C -1.294 0.163 -0.151  O1 1.386, C8 1.373, C9 1.403
5 C 1.036 -1.225 -2.125  C10 1.529, H13 1.090, H16 1.096, H17 1.088
6 C -0.179 -0.694 1.850  C2 1.410, C8 1.446, H20 1.090
7 C 0.531 1.387 0.854  C2 1.389, C9 1.426, H21 1.087
8 C -1.130 -0.842 0.770  C4 1.373, C6 1.446, H18 1.090
9 C -0.507 1.324 -0.122  C4 1.403, C7 1.426, H23 1.080
10 C 0.682 -0.489 -3.418  C5 1.529, H14 1.099, H15 1.093, H24 1.086
11 H 2.284 1.542 2.687  C3 1.096
12 H 1.195 0.847 3.883  C3 1.093
13 H 0.167 -1.751 -1.730  C5 1.090
14 H 0.613 -1.170 -4.276  C10 1.099
15 H 1.412 0.295 -3.638  C10 1.093
16 H 1.273 -0.513 -1.326  C5 1.096
17 H 1.908 -1.863 -2.247  C5 1.088
18 H -1.837 -1.672 0.754  C8 1.090
19 H 2.401 -0.170 3.111  C3 1.099
20 H 0.056 -1.556 2.474  C6 1.090
21 H 1.245 2.206 0.858  C7 1.087
22 H -2.390 -0.916 -1.250  O1 0.962
23 H -0.780 2.144 -0.769  C9 1.080
24 H -0.277 0.004 -3.290  C10 1.086

So, what does the natural (NBO) scheme give us? The charges, in e, come out as: -0.716 -0.055 -0.614 0.301 -0.622 -0.407 -0.315 -0.439 -0.467 -0.610 0.192 0.190 0.207 0.175 0.189 0.241 0.178 0.171 0.185 0.173 0.173 0.460 0.189 0.221

Most stable structure among those shown: <ii>.